[1]
A structure of composition C12H30BrFNO10PS. Source: the OMol25 dataset; level of theory: wB97M-V/def2-TZVPD.

Each line ends with the Löwdin charge.
CARTESIAN COORDINATES (ANGSTROEM)
O  6.8569  -1.9055  0.8595  -0.26
S  6.4591  -0.8705  -0.0306  0.43
O  6.0335  -1.1794  -1.3507  -0.23
F  7.6376  0.1256  -0.1050  -0.16
N  5.2983  0.1052  0.6286  -0.83
Br  5.9019  1.1462  2.0610  0.72
P  3.7152  -0.6874  1.0382  0.72
O  2.7800  -0.0382  -0.1054  -0.24
O  3.8164  -2.1614  0.4262  -0.24
H  2.9608  0.9107  -0.0963  0.06
H  4.0201  -2.7897  1.1236  0.07
C  -0.8932  1.8543  6.6593  -0.11
O  -1.1782  2.1614  5.3131  -0.19
C  -0.3149  3.1279  4.7412  -0.20
C  0.0438  2.7925  3.3099  -0.18
O  0.9215  1.6896  3.1464  -0.13
C  0.4340  0.3770  3.3870  -0.19
C  -0.5304  -0.1500  2.3454  -0.20
O  -1.7966  0.4792  2.4054  -0.19
C  -2.3555  0.7598  1.1364  -0.10
H  -1.2487  2.6438  7.3308  0.09
H  -1.4112  0.9275  6.9024  0.09
H  0.1801  1.7013  6.8167  0.09
H  0.6040  3.2262  5.3295  0.12
H  -0.8313  4.0971  4.7450  0.13
H  0.6003  3.6480  2.9177  0.13
H  -0.8517  2.6859  2.6951  0.12
H  0.0329  0.2822  4.3972  0.12
H  1.3212  -0.2605  3.3363  0.11
H  -0.6710  -1.2245  2.5274  0.13
H  -0.0835  -0.0248  1.3522  0.11
H  -1.6236  1.2300  0.4704  0.09
H  -3.1786  1.4568  1.2888  0.09
H  -2.7415  -0.1482  0.6628  0.08
C  1.2058  -1.4156  -3.2011  -0.10
O  -0.0677  -1.8926  -3.5809  -0.19
C  -0.8410  -2.3960  -2.5055  -0.20
C  -2.3022  -2.0182  -2.6269  -0.18
O  -2.6094  -0.6518  -2.3871  -0.13
C  -2.1870  0.3207  -3.3315  -0.18
C  -2.9116  0.2958  -4.6601  -0.20
O  -2.5490  -0.8242  -5.4478  -0.19
C  -3.6275  -1.4218  -6.1314  -0.12
H  1.8999  -2.2436  -3.0229  0.09
H  1.5903  -0.8030  -4.0155  0.09
H  1.1451  -0.7953  -2.3007  0.07
H  -0.4534  -2.0397  -1.5441  0.12
H  -0.7730  -3.4921  -2.5186  0.13
H  -2.8366  -2.5575  -1.8403  0.13
H  -2.7130  -2.3585  -3.5786  0.12
H  -1.1051  0.2947  -3.4725  0.12
H  -2.4230  1.2791  -2.8610  0.13
H  -2.6415  1.2060  -5.2118  0.13
H  -3.9921  0.3114  -4.4796  0.12
H  -4.4875  -1.5715  -5.4692  0.09
H  -3.2927  -2.3957  -6.4856  0.09
H  -3.9355  -0.8186  -6.9928  0.09

The total energy comes out at -4695.67535 hartree. For the HOMO-LUMO gap, the calculation gives 8.6 eV. The largest force on an atom is 1.47 eV/A. As for the HOMO energy: -9.1 eV. The value obtained for the energy above the lowest of the compared OMol25 structures with the same formula, charge and spin is 0.00 kJ/mol.

***

[2]
An isolated molecule of C4H5NO. Source: the OMol25 dataset; level of theory: wB97M-V/def2-TZVPD.

Each line ends with the Löwdin charge.
CARTESIAN COORDINATES (ANGSTROEM)
O  -0.7292  1.4130  -0.7812  0.01
C  -0.9344  0.3088  0.0316  -0.32
C  -0.4208  -0.9734  -0.4777  -0.05
C  0.2958  -0.2934  0.7038  -0.19
C  1.5218  0.4441  0.5578  -0.20
N  2.4809  1.0781  0.4073  0.16
H  0.1931  1.6972  -0.7648  0.08
H  -1.8867  0.3701  0.5494  0.15
H  -0.9559  -1.8649  -0.1473  0.12
H  0.1011  -1.0287  -1.4161  0.12
H  0.3343  -1.1509  1.3372  0.13

The total energy comes out at -285.34250 hartree. As for the SMILES: N#C[C@@H]1C[C@@H]1O. For the HOMO-LUMO gap, the calculation gives 11.2 eV. The largest force on an atom is 1.88 eV/A. As for the HOMO energy: -10.4 eV. The value obtained for the energy above the lowest of the compared OMol25 structures with the same formula, charge and spin is 189.25 kJ/mol.

***

[3]
A cluster of 9 separate species, C12H42N6O9 in total. Source: the OMol25 dataset; level of theory: wB97M-V/def2-TZVPD.

Each line ends with the Löwdin charge.
CARTESIAN COORDINATES (ANGSTROEM)
C  -2.7524  -3.5245  -2.7344  -0.06
C  -3.6314  -2.7505  -1.6864  -0.33
O  -3.3484  -3.2815  -0.4554  -0.07
H  -2.9984  -4.5425  -2.5374  0.06
H  -1.6954  -3.3195  -2.6004  0.04
H  -2.9164  -3.2185  -3.8254  0.10
H  -4.6514  -2.9335  -2.0324  0.11
H  -3.3624  -1.6615  -1.7744  0.09
H  -3.9294  -3.0635  0.2446  0.08
C  -0.7714  -0.2065  -2.2694  -0.07
C  -0.2694  0.6535  -1.1104  -0.32
O  -0.9344  0.3045  0.0616  -0.10
H  -0.4574  0.2415  -3.2794  0.11
H  -1.8454  -0.2725  -2.3844  0.05
H  -0.2754  -1.1775  -2.1224  0.06
H  -0.4344  1.7575  -1.4524  0.13
H  0.7516  0.5755  -0.8484  0.05
H  -0.8374  -0.6295  0.2146  0.01
C  2.2606  1.3065  1.3586  -0.07
C  3.0896  0.1775  0.7386  -0.33
O  4.4086  0.6175  0.6556  -0.10
H  2.0046  2.0395  0.6286  0.03
H  2.8946  1.7215  2.1456  0.09
H  1.3366  0.8495  1.7056  0.04
H  2.8006  -0.2125  -0.2644  0.09
H  3.0546  -0.7475  1.3046  0.09
H  4.4346  1.1275  -0.1714  0.02
C  -0.0484  -2.6185  0.5726  -0.69
O  -0.0574  -3.2575  -0.6104  -0.10
N  0.9916  -2.3685  1.2766  0.19
N  -1.2104  -2.2945  1.0876  0.13
H  1.9526  -2.6535  0.9826  0.15
H  0.8136  -1.8505  2.1706  0.07
H  -2.0684  -2.5185  0.4596  0.11
H  -1.3284  -1.4255  1.6896  0.06
C  -0.7294  -0.7555  3.7526  -0.57
O  0.6416  -0.7465  3.4926  -0.12
N  -1.6474  -0.3145  2.9326  0.12
N  -1.2334  -1.4885  4.7226  0.17
H  -1.3574  0.5205  2.3526  0.15
H  -2.6514  -0.2755  3.1396  0.11
H  -0.4374  -1.7775  5.3606  0.16
H  -2.2194  -1.3735  4.9876  0.13
C  3.0606  2.7575  -1.6834  -0.57
O  2.4796  1.7685  -2.5034  -0.10
N  4.2666  2.6195  -1.1914  0.12
N  2.4926  3.8495  -1.2134  0.16
H  4.8876  1.9395  -1.6904  0.16
H  4.8586  3.4295  -0.9534  0.15
H  1.4876  3.8825  -1.4464  0.13
H  2.9706  4.5485  -0.6534  0.12
C  0.0336  4.3905  1.2386  -0.11
O  0.1546  3.5005  2.4176  -0.13
H  0.9946  4.7085  0.8796  0.04
H  -0.4944  5.2885  1.5676  0.07
H  -0.5294  3.8295  0.4306  0.09
H  0.6136  3.9475  3.1076  0.05
C  -4.4824  0.1665  0.2466  -0.12
O  -4.1314  0.2245  1.6596  -0.19
H  -5.5344  -0.1405  -0.0624  0.11
H  -3.6334  -0.5025  0.0536  0.05
H  -4.3304  1.1315  -0.2484  0.08
H  -3.6864  1.1375  1.7786  0.12
C  2.7736  -1.4405  -2.7644  -0.17
O  3.4166  -0.8735  -3.8904  -0.09
H  3.4976  -1.4525  -1.9534  0.06
H  2.4376  -2.4935  -2.7554  0.09
H  1.9146  -0.8615  -2.3444  0.05
H  3.1456  0.0145  -3.9044  0.01

The total energy comes out at -1487.94225 hartree. As for the SMILES: NC(N)=O.NC(N)=O.NC(N)=O.CCO.CCO.CCO.CO.CO.CO. For the HOMO-LUMO gap, the calculation gives 8.2 eV. The largest force on an atom is 8.52 eV/A. As for the HOMO energy: -8.2 eV. The value obtained for the energy above the lowest of the compared OMol25 structures with the same formula, charge and spin is 758.23 kJ/mol.

***

[4]
A cluster of 2 separate species, C6H8F3NO3 in total. Source: the OMol25 dataset; level of theory: wB97M-V/def2-TZVPD.

Each line ends with the Löwdin charge.
CARTESIAN COORDINATES (ANGSTROEM)
C  0.9888  1.8942  -0.7710  -0.05
C  0.6822  1.6358  0.7326  -0.04
C  0.9438  0.5452  -0.2263  -0.16
C  -0.6042  -2.2133  0.6127  0.01
C  -0.7086  -1.3239  -0.5599  -0.33
C  2.1899  -0.2426  -0.0721  -0.54
N  -1.5051  -0.1887  -0.4066  -0.32
O  -1.8557  0.2805  0.6882  0.04
O  -1.8814  0.3190  -1.5742  -0.02
O  -0.5828  -1.6614  -1.8527  0.08
F  3.1814  0.2061  -0.9054  0.11
F  2.6286  -0.1375  1.1957  0.12
F  2.1144  -1.5953  -0.3595  0.10
H  0.0699  2.0498  -1.4495  0.14
H  1.9251  2.1328  -1.2775  0.11
H  1.5275  1.6437  1.4723  0.12
H  -0.3716  1.6810  1.1994  0.13
H  0.1070  -3.0514  0.2996  0.12
H  -1.6706  -2.4347  1.0224  0.14
H  0.0118  -1.6956  1.4073  0.11
H  -1.0411  -0.7541  -2.2088  0.13

The total energy comes out at -813.25585 hartree. For the HOMO-LUMO gap (alpha / beta), the calculation gives 7.7 / 7.7 eV. The largest force on an atom is 3.06 eV/A. As for the HOMO energy (alpha / beta): -9.4 / -9.1 eV. The value obtained for the energy above the lowest of the compared OMol25 structures with the same formula, charge and spin is 508.32 kJ/mol.

***

[5]
An isolated molecule of C19H21N7O2. Source: the OMol25 dataset; level of theory: wB97M-V/def2-TZVPD.

Each line ends with the Löwdin charge.
CARTESIAN COORDINATES (ANGSTROEM)
O  -2.8033  -0.8351  -0.2397  0.05
O  1.4040  -1.1809  -1.0195  0.04
N  -3.7125  1.5498  -1.7052  0.08
N  -3.6859  2.7371  -2.3833  0.05
N  0.3137  -4.3415  3.3721  0.14
C  -2.0374  0.1274  -0.4354  -0.35
C  0.9006  -1.8317  -0.0995  -0.32
C  -2.4961  1.3047  -1.2538  -0.23
C  -2.4550  3.2639  -2.3324  -0.28
C  0.7410  -3.4080  2.5668  -0.25
C  0.4673  -5.2025  1.2709  0.00
C  0.8365  -3.9034  1.2009  -0.19
C  1.7482  5.8271  -1.0489  -0.07
C  1.7228  5.4112  -2.3807  -0.09
C  0.5152  5.8863  -0.3362  -0.07
C  0.5164  5.0290  -2.9749  -0.05
C  -0.6902  5.4784  -0.9119  -0.05
C  -0.6968  5.0798  -2.2698  -0.24
N  -1.6964  2.3484  -1.6480  0.15
N  0.1500  -5.4529  2.5919  -0.20
N  1.2872  -3.1855  0.0899  -0.04
N  -0.8029  0.0634  0.2082  0.11
C  -2.0099  4.6065  -2.9225  -0.06
C  -0.1176  -6.7662  3.1395  -0.04
C  2.2930  -3.8049  -0.7790  -0.01
C  1.0860  -2.0184  2.9510  -0.11
C  0.2466  -0.9079  2.2464  -0.11
C  -0.1942  -1.1905  0.7907  -0.18
H  0.4880  -5.9128  0.4801  0.12
H  2.6718  6.1182  -0.6125  0.09
H  2.6312  5.3880  -2.9491  0.10
H  0.5283  6.2403  0.6778  0.09
H  0.5318  4.8381  -4.0508  0.11
H  -1.6302  5.4991  -0.3410  0.12
H  -0.6923  2.3319  -1.5527  0.15
H  -0.1147  0.7460  -0.0503  0.11
H  -1.9415  4.4999  -4.0296  0.12
H  -2.8136  5.3510  -2.7582  0.13
H  -0.0962  -7.5680  2.3731  0.09
H  0.6989  -7.0765  3.8260  0.09
H  -1.1204  -6.8068  3.6256  0.09
H  2.2352  -3.3282  -1.7443  0.08
H  2.0713  -4.8605  -0.9295  0.08
H  3.3268  -3.6728  -0.3370  0.12
H  1.0059  -1.9091  4.0519  0.13
H  2.1285  -1.9226  2.6808  0.11
H  0.8404  0.0266  2.2775  0.12
H  -0.5881  -0.6955  2.8703  0.10
H  -0.9914  -1.9699  0.8046  0.16

The total energy comes out at -1270.38302 hartree. As for the SMILES: CN1C(=O)[C@H](NC(=O)c2nnc(Cc3ccccc3)[nH]2)CCc2nn(C)cc21. For the HOMO-LUMO gap, the calculation gives 9.0 eV. The largest force on an atom is 3.90 eV/A. As for the HOMO energy: -8.5 eV. The value obtained for the energy above the lowest of the compared OMol25 structures with the same formula, charge and spin is 287.10 kJ/mol.

***

[6]
An isolated molecule of C3H4N2S2. Source: the OMol25 dataset; level of theory: wB97M-V/def2-TZVPD.

Each line ends with the Löwdin charge.
CARTESIAN COORDINATES (ANGSTROEM)
C  -0.9106  0.3265  -0.8187  -0.51
C  0.2721  0.2955  -0.1314  -0.81
C  -0.8730  0.2361  -3.4805  -0.67
N  -0.5648  -0.3216  -4.4297  0.09
N  0.3271  -0.3000  1.0876  0.02
S  -1.3140  1.2248  -2.2336  0.90
S  1.8658  0.7218  -0.6418  0.90
H  -1.8032  -0.1972  -0.4139  0.07
H  1.4369  1.5182  -1.5116  -0.18
H  -0.4362  -0.6815  1.6909  0.14
H  1.1639  0.0106  1.5507  0.06

The total energy comes out at -1022.54581 hartree. As for the SMILES: N#CS/C=C(/N)S. For the HOMO-LUMO gap, the calculation gives 9.3 eV. The largest force on an atom is 2.93 eV/A. As for the HOMO energy: -8.8 eV. The value obtained for the energy above the lowest of the compared OMol25 structures with the same formula, charge and spin is 183.37 kJ/mol.

***

[7]
An isolated molecule of CHN3O3. Source: the OMol25 dataset; level of theory: wB97M-V/def2-TZVPD.

Each line ends with the Löwdin charge.
CARTESIAN COORDINATES (ANGSTROEM)
C  -0.2758  1.6419  0.2484  -0.27
N  -0.6235  2.7157  0.4484  0.17
N  0.1041  0.3470  0.0252  0.06
N  2.5132  0.2126  -0.0709  -0.43
O  2.3947  0.7476  -1.1062  0.16
O  3.4606  -0.1654  0.5084  0.16
O  1.3413  -0.0571  0.7190  0.01
H  -0.4442  -0.4604  0.2570  0.14

The total energy comes out at -428.47003 hartree. As for the SMILES: N#CNO[N+](=O)[O-]. For the HOMO-LUMO gap, the calculation gives 11.5 eV. The largest force on an atom is 2.26 eV/A. As for the HOMO energy: -11.3 eV. The value obtained for the energy above the lowest of the compared OMol25 structures with the same formula, charge and spin is 248.02 kJ/mol.

***

[8]
An isolated molecule of C15H22N2O4. Source: the OMol25 dataset; level of theory: wB97M-V/def2-TZVPD.

Each line ends with the Löwdin charge.
CARTESIAN COORDINATES (ANGSTROEM)
O  1.0292  -1.1266  0.7243  0.07
C  0.4650  -0.0506  0.8311  -0.45
N  -0.8895  0.0585  0.7964  0.13
C  -1.7353  -1.0992  0.6072  -0.22
C  -2.0100  -1.7924  1.9318  -0.19
O  -2.8430  -2.9093  1.6425  -0.05
C  -3.0355  -0.5870  -0.0110  -0.38
O  -3.6251  0.3439  0.4771  0.13
N  -3.3000  -1.1222  -1.2778  -0.02
C  -3.8790  -2.4774  -1.3078  -0.14
C  -4.3656  -2.5379  -2.7414  -0.14
C  -4.9243  -1.1288  -2.9160  -0.17
O  -4.2869  -0.3136  -1.9248  -0.08
C  1.2173  1.2477  0.9647  -0.18
C  2.5532  1.2047  1.7427  -0.04
C  3.1794  2.0177  0.6186  -0.35
C  2.0068  1.6942  -0.3029  -0.03
C  3.8090  3.3926  0.7044  0.01
C  4.5974  2.2129  0.2777  -0.37
C  5.7759  1.4618  0.7628  -0.07
C  5.5426  1.6843  -0.7247  -0.06
H  -1.3431  0.9478  0.9300  0.14
H  -1.2326  -1.7928  -0.0656  0.15
H  -1.0569  -2.1003  2.3683  0.13
H  -2.5100  -1.0873  2.6037  0.13
H  -3.0142  -3.3920  2.4555  0.09
H  -3.1192  -3.2134  -1.0565  0.13
H  -4.7051  -2.5546  -0.5957  0.14
H  -3.5234  -2.7108  -3.4104  0.11
H  -5.1125  -3.3117  -2.9062  0.12
H  -4.7229  -0.7110  -3.9030  0.12
H  -5.9982  -1.0913  -2.7250  0.12
H  0.5721  2.0516  1.3218  0.14
H  2.5601  1.6262  2.7472  0.12
H  2.9437  0.1857  1.7654  0.12
H  2.2198  0.8408  -0.9496  0.12
H  1.5764  2.5032  -0.8916  0.11
H  3.4737  4.0884  -0.0565  0.11
H  4.0238  3.8336  1.6710  0.11
H  6.6059  2.0097  1.1914  0.10
H  5.6261  0.4727  1.1778  0.10
H  5.2259  0.8579  -1.3485  0.10
H  6.2290  2.3744  -1.1986  0.10

The total energy comes out at -995.10966 hartree. As for the SMILES: O=C([C@H](CO)NC(=O)[C@H]1C[C@@]2(C1)C[C@]21CC1)N1CCCO1. For the HOMO-LUMO gap, the calculation gives 9.8 eV. The largest force on an atom is 0.63 eV/A. As for the HOMO energy: -9.1 eV. The value obtained for the energy above the lowest of the compared OMol25 structures with the same formula, charge and spin is 556.30 kJ/mol.